Computed, not measured: C19H15N4O2SV as an isolated structure, with ωB97M-V/def2-TZVPD.

```
42
Properties=species:S:1:pos:R:3
V 0.1973 0.4517 -0.6581
O -2.5017 2.5370 -2.1573
C -1.5971 2.2196 -1.4705
O -0.7123 1.2372 -1.7141
C -1.2121 2.7479 -0.1122
C -1.7485 3.8763 0.4936
C -1.2704 4.2527 1.7455
C -0.2488 3.5025 2.3539
C 0.3348 3.8258 3.6038
C 1.3479 3.0556 4.1296
C 1.8120 1.9170 3.4505
C 1.2509 1.5501 2.2468
C 0.2288 2.3320 1.6654
N -0.2718 1.9703 0.4666
H -2.5150 4.4439 -0.0193
H -1.6680 5.1316 2.2360
H -0.0200 4.6917 4.1448
H 1.7991 3.3180 5.0764
H 2.6133 1.3320 3.8807
H 1.5869 0.6464 1.7175
C -3.7007 -2.6856 -0.9282
N -2.3411 -2.9302 -1.3219
C -1.9355 -3.9085 -2.1771
C -0.5906 -3.7917 -2.3475
N -0.1647 -2.7318 -1.5822
C -1.2698 -2.2126 -0.9541
S -1.2937 -0.9546 0.2310
C 1.1675 -2.2930 -1.4613
C 2.2340 -3.1342 -1.7868
C 3.5311 -2.6552 -1.6761
C 3.7449 -1.3508 -1.2308
C 2.6378 -0.5828 -0.9242
N 1.3799 -1.0371 -1.0313
H -4.3661 -3.2778 -1.5541
H -3.9495 -1.6295 -1.0448
H -3.8707 -2.9628 0.1144
H -2.6126 -4.6200 -2.6135
H 0.0543 -4.3639 -2.9878
H 2.0670 -4.1497 -2.1159
H 4.3713 -3.2863 -1.9375
H 4.7433 -0.9464 -1.1439
H 2.7590 0.4650 -0.6061
```

Results
HOMO (spin up / spin down)   -18.02 / -18.07 eV
E_tot   -66497.5949 eV
LUMO energy (spin up / spin down)   -12.28 / -11.63 eV
Orbital gap (spin up / spin down)   5.7 / 6.4 eV
<S²>   0.772
Multiplicity   2
Total charge   +3